Entry 1:
Below is a cluster of 5 separate species, C21H39Br2ClF3N3O19P2S5 in total in a non-equilibrium geometry, with properties calculated with ωB97M-V/def2-TZVPD.

Geometry as XYZ:
```
95
Properties=species:S:1:pos:R:3
N 5.4419 -1.9499 3.1969
P 3.8984 -1.8600 3.3943
O 3.5358 -1.9077 5.0107
O 3.1522 -3.1792 2.8350
P 3.0655 0.0921 2.4036
C 2.8668 -0.8119 0.8113
C 4.1373 -1.5259 0.3197
C 4.2249 -1.4886 -1.1954
Cl 2.7134 -2.1706 -1.8776
C 1.7648 0.2495 3.7095
C 0.7986 -0.9223 3.6543
C -0.3900 -0.8387 4.6130
C -1.3356 -1.9894 4.2454
S -2.7702 -1.4734 3.2621
C -2.1198 -1.3590 1.6560
N -2.7953 -0.9490 0.6169
N -1.8719 -0.8985 -0.4203
C -0.7400 -1.2994 0.0614
O -0.8217 -1.6036 1.3956
C 2.6541 1.7872 1.6012
C 1.2668 1.8596 0.9447
C 0.3023 2.8958 1.5191
F 0.7900 3.5597 2.5907
Br -1.3412 1.9834 2.1327
C -0.1411 3.9722 0.5012
F -1.0995 4.7353 1.0564
F 0.8866 4.7720 0.2012
Br -0.9058 3.2077 -1.1137
H 5.9271 -1.9986 4.0827
H 4.0835 -1.2261 5.4148
H 2.2054 -3.0441 2.6915
H 4.3456 0.6197 2.6992
H 2.0577 -1.5315 0.9087
H 2.5685 -0.1574 -0.0008
H 4.1367 -2.5708 0.5922
H 5.0318 -1.0658 0.7254
H 5.0012 -2.1808 -1.4870
H 4.4406 -0.5059 -1.5921
H 2.2772 0.3503 4.6634
H 1.1747 1.1563 3.6256
H 0.3999 -0.9180 2.6459
H 1.2670 -1.8680 3.8984
H 0.0119 -1.0162 5.6103
H -0.8746 0.1296 4.6371
H -1.7279 -2.5039 5.1132
H -0.7564 -2.7140 3.6831
H 0.2073 -1.4006 -0.4283
H 2.8511 2.5707 2.3277
H 3.3908 1.9216 0.8109
H 1.3903 2.0793 -0.1087
H 0.7780 0.8933 0.9781
C -3.7160 0.4194 -3.0949
C -4.5457 1.4869 -2.4177
O -3.8951 2.7166 -2.7801
S -3.2763 2.5857 -4.2455
O -4.1626 3.1538 -5.1929
O -1.9161 2.9872 -4.1823
O -3.3593 0.9963 -4.3679
H -2.8029 0.2096 -2.5372
H -4.2690 -0.5027 -3.2472
H -4.5649 1.3779 -1.3371
H -5.5671 1.5132 -2.8028
C 0.5212 -1.9201 -6.6807
C -0.6435 -2.8866 -6.6813
O -0.1454 -4.0333 -5.9733
S 0.8844 -3.5643 -4.8436
O 0.2078 -3.4826 -3.5986
O 2.0717 -4.3202 -4.9896
O 1.1173 -2.0802 -5.3851
H 1.2634 -2.1848 -7.4362
H 0.2093 -0.8889 -6.8178
H -0.9525 -3.1750 -7.6815
H -1.4958 -2.4850 -6.1333
C 0.3570 -5.4138 -0.8210
C 1.3393 -6.3205 -0.1082
O 1.8717 -5.4993 0.9437
S 0.7481 -4.4959 1.4618
O 0.1379 -5.0205 2.6268
O 1.2908 -3.1856 1.4366
O -0.2642 -4.6646 0.2389
H 0.8649 -4.7153 -1.4888
H -0.3988 -5.9633 -1.3740
H 2.1436 -6.6602 -0.7532
H 0.8412 -7.1809 0.3426
C -3.7818 7.8579 1.2060
C -3.2304 7.0451 0.0551
O -4.3264 6.9552 -0.8668
S -5.2049 8.2908 -0.7966
O -4.8144 9.1683 -1.8369
O -6.5585 7.9231 -0.6058
O -4.6046 8.8509 0.5795
H -4.4101 7.2507 1.8606
H -3.0029 8.3363 1.7926
H -2.9128 6.0530 0.3550
H -2.4028 7.5594 -0.4383
```

Its calculated total energy is -10998.74537 a.u. As for the total charge: 0. The calculation puts the HOMO energy at -7.799 eV.

=====

Entry 2:
Below is a cluster of 4 separate species, C17H35N2O5 in total, with properties calculated with ωB97M-V/def2-TZVPD.

Geometry as XYZ:
```
59
Properties=species:S:1:pos:R:3
C 3.2443 -0.8154 1.0201
N 3.7487 -2.0744 0.4662
C 5.0085 -1.8520 -0.2588
C 2.8174 -2.7601 -0.3045
O 3.0368 -3.1609 -1.4186
C 1.4933 -3.0889 0.3852
C 0.3725 -2.1432 -0.0228
C -0.8708 -2.3525 0.8189
N -1.9307 -1.3475 0.4059
C -1.8323 -0.7243 -0.9832
C -0.6953 -1.2663 -1.8850
O -0.0256 -2.3872 -1.3556
H 4.0501 -0.3380 1.5786
H 2.9291 -0.1222 0.2274
H 2.4116 -0.9902 1.7070
H 5.7445 -1.4892 0.4601
H 4.8745 -1.1015 -1.0464
H 5.3745 -2.7849 -0.6773
H 1.2318 -4.1006 0.0636
H 1.6337 -3.0616 1.4694
H 0.7056 -1.0957 0.0745
H -0.6956 -2.2617 1.8910
H -1.2700 -3.3407 0.5843
H -2.8410 -1.7914 0.5129
H -1.9227 -0.5809 1.0778
H -2.8071 -0.8342 -1.4540
H -1.7044 0.3459 -0.8419
H 0.0259 -0.4577 -2.0591
H -1.0995 -1.5582 -2.8534
C 7.4041 -5.4688 3.2297
C 6.5282 -4.6230 2.3385
O 6.9001 -3.5555 1.9116
C 5.1659 -5.1847 2.0056
H 8.3530 -4.9658 3.3963
H 6.9097 -5.6416 4.1873
H 7.5833 -6.4401 2.7656
H 4.5991 -5.3503 2.9239
H 5.2726 -6.1452 1.4992
H 4.6283 -4.4873 1.3662
C -2.6802 3.8181 -2.7718
C -3.6128 2.7077 -2.3789
O -3.2102 1.7054 -1.8145
C -5.0611 2.9044 -2.7078
H -1.6598 3.5765 -2.4831
H -2.7264 3.9776 -3.8502
H -2.9971 4.7404 -2.2818
H -5.1864 3.0232 -3.7854
H -5.4091 3.8117 -2.2140
H -5.6430 2.0511 -2.3669
C -5.9998 7.7186 -0.5861
C -5.4416 6.4337 -0.0337
O -5.1067 5.5222 -0.7597
C -5.3203 6.3348 1.4650
H -6.0388 7.6702 -1.6712
H -7.0030 7.8889 -0.1922
H -5.3743 8.5587 -0.2802
H -6.3010 6.4590 1.9268
H -4.6722 7.1286 1.8396
H -4.9084 5.3672 1.7403
```

Its calculated total energy is -1154.21233 a.u. As for the total charge: +1. The calculation puts the HOMO energy at -11.275 eV.

=====

Entry 3:
Below is an isolated molecule of C4H10O2 in a non-equilibrium geometry, with properties calculated with ωB97M-V/def2-TZVPD.

Geometry as XYZ:
```
16
Properties=species:S:1:pos:R:3
C 2.2431 -0.9212 -0.3624
O 1.3108 -0.1948 0.3922
C 0.4435 0.6007 -0.4030
C -0.7651 0.9536 0.5191
C -2.3211 0.2394 0.0343
O -0.9299 -0.0843 1.4955
H 1.7404 -1.5500 -1.1139
H 2.9408 -0.2483 -0.8790
H 2.8005 -1.5615 0.3267
H 0.1051 0.0066 -1.2635
H 1.0068 1.4663 -0.8073
H -0.3708 1.8403 1.1144
H -2.9081 -0.4703 0.7010
H -2.0348 -0.3802 -0.8190
H -2.9623 1.0570 -0.1926
H -0.2989 -0.7535 1.2574
```

As for the energy above the lowest of the compared OMol25 structures with the same formula, charge and spin: 420.8 kJ/mol. Its calculated total energy is -308.73790 a.u. As for the total charge: 0. The calculation puts the HOMO energy at -8.436 eV.

=====

Entry 4:
Below is a structure of composition C24H50F6N3O4P2ReS2Si4, with properties calculated with ωB97M-V/def2-TZVPD.

Geometry as XYZ:
```
96
Properties=species:S:1:pos:R:3
Re -1.0397 -0.7590 0.8557
F -1.6354 0.7092 6.0309
C -0.7512 0.9381 5.0857
F 0.3977 0.3402 5.3713
F -0.5554 2.2372 4.9342
S -1.3734 0.2098 3.5108
O -0.2541 0.3916 2.5221
O -1.6166 -1.1825 3.7573
N -2.6395 1.0427 3.1728
S -3.0091 1.5841 1.7420
O -1.9919 1.1946 0.7290
O -4.3682 1.3548 1.4025
C -2.7981 3.4060 1.9287
F -3.0445 3.9840 0.7648
F -3.6542 3.8301 2.8408
F -1.5628 3.6829 2.3174
C 2.8685 0.5164 2.7756
P 2.4488 0.3750 0.9890
C 3.6586 -0.9439 0.5515
C 3.4151 1.8340 0.3604
C 3.2085 3.1772 1.0845
P 1.5178 3.4928 1.8071
C 1.0459 5.0955 1.0289
C 1.9993 4.1643 3.4552
H 2.2716 1.2948 3.2434
H 3.9289 0.7472 2.8977
H 2.6702 -0.4147 3.3067
H 4.6667 -0.6596 0.8586
H 3.6585 -1.1299 -0.5202
H 3.3989 -1.8763 1.0550
H 3.2257 1.9301 -0.7088
H 4.4653 1.5451 0.4556
H 3.4442 3.9892 0.3945
H 3.9294 3.2596 1.9001
H 1.9204 5.6997 0.7825
H 0.4324 5.6572 1.7345
H 0.4577 4.9366 0.1267
H 2.6916 5.0036 3.3631
H 2.4708 3.3922 4.0637
H 1.1056 4.5051 3.9797
C 0.7050 -2.1602 -4.3304
Si 1.1606 -1.6470 -2.5850
C 1.8210 -3.1806 -1.7222
C 2.5462 -0.3817 -2.7128
Si -0.7123 -0.6248 -1.5515
Si -2.7876 -1.5211 -2.3881
C -2.7971 -1.2566 -4.2375
C -2.8650 -3.3744 -2.1005
C -4.3105 -0.6532 -1.7066
Si -0.8403 1.5540 -2.4821
C 0.4096 2.6616 -1.6444
C -0.3989 1.4837 -4.3069
C -2.5561 2.3015 -2.3462
H 1.6183 -2.4176 -4.8733
H 0.2203 -1.3493 -4.8743
H 0.0510 -3.0343 -4.3498
H 2.7315 -3.4922 -2.2422
H 1.1143 -4.0095 -1.7855
H 2.0785 -3.0168 -0.6760
H 3.5071 -0.8922 -2.8177
H 2.6007 0.2706 -1.8431
H 2.4194 0.2500 -3.5917
H -1.9583 -1.7113 -4.7607
H -2.8569 -0.2018 -4.4992
H -3.7131 -1.7378 -4.5958
H -1.9743 -3.8607 -2.5079
H -3.7300 -3.7821 -2.6292
H -2.9700 -3.6618 -1.0551
H -4.6883 0.0267 -2.4716
H -4.1522 -0.0633 -0.8062
H -5.0985 -1.3809 -1.4991
H 1.4112 2.4626 -2.0332
H 0.4224 2.5162 -0.5622
H 0.1731 3.7065 -1.8572
H 0.6195 1.1363 -4.4738
H -0.4619 2.5027 -4.7003
H -1.0724 0.8639 -4.8959
H -3.0081 2.1628 -1.3664
H -3.2340 1.8845 -3.0926
H -2.4848 3.3757 -2.5377
C -2.7848 -1.8018 1.1159
H -3.3050 -1.9447 0.1720
H -3.4423 -1.2291 1.7754
H -2.5988 -2.7663 1.5904
N 2.3646 -7.1537 2.6281
C 1.8546 -6.1702 2.3296
C 1.2180 -4.9343 1.9578
C 1.5406 -3.7501 2.6107
C 0.9010 -2.5897 2.2321
N 0.0022 -2.5472 1.2361
C -0.2983 -3.6950 0.6064
C 0.2721 -4.9038 0.9415
H 2.2636 -3.7352 3.4134
H 1.0888 -1.6567 2.7414
H -1.0140 -3.6221 -0.1996
H -0.0043 -5.8026 0.4096
```

As for the energy above the lowest of the compared OMol25 structures with the same formula, charge and spin: 58.5 kJ/mol. Its calculated total energy is -4724.01721 a.u. As for the total charge: +1. The calculation puts the HOMO energy (alpha / beta) at -10.677 / -10.687 eV. The spin multiplicity is 2.

=====

Entry 5:
Below is a cluster of 12 separate species, C4H32N2O13 in total in a non-equilibrium geometry, with properties calculated with ωB97M-V/def2-TZVPD.

Geometry as XYZ:
```
51
Properties=species:S:1:pos:R:3
N 0.7987 -0.7383 0.8171
C -0.3247 0.1822 0.5726
C -0.6778 0.2023 -0.9594
N -1.2132 -1.0370 -1.5571
C -2.6232 -1.1463 -1.2665
C -2.8044 -2.4327 -0.3948
O -1.9503 -2.3563 0.6948
O -3.3951 -3.3997 -0.7395
H -1.0911 -2.0586 0.3340
H 1.6623 -0.2275 0.5474
H 0.8731 -0.6854 1.8481
H -0.2164 1.2251 0.8950
H -1.1392 -0.2005 1.1771
H -1.5210 0.9945 -0.9343
H 0.2193 0.4631 -1.5816
H -1.0174 -1.0844 -2.5830
H -3.1512 -0.2720 -0.7627
H -3.2050 -1.3198 -2.2130
H 2.3850 -1.7007 -1.2836
H 3.9543 -1.2888 -1.2992
O 3.0769 -1.0050 -1.0280
H 0.4792 2.7305 0.2906
H 0.6010 3.8844 1.2015
O 0.0565 3.6083 0.4326
H 1.7345 1.9597 3.2581
H 0.2441 1.7046 3.2829
O 0.8810 2.4376 3.2542
H -2.3798 -1.5145 2.1504
H -3.4895 -1.2413 3.2561
O -2.9229 -0.8355 2.5998
H 1.4936 2.8010 -1.0415
H 2.1846 1.5331 -1.5594
O 2.2008 2.1768 -0.8224
H -2.8741 2.0846 0.8780
H -1.6383 2.7001 0.3148
O -2.4876 2.3019 0.0224
H -0.3595 -2.0756 -3.8531
H 0.4849 -0.9202 -4.1235
O -0.3887 -1.2589 -4.3642
H 2.9863 1.4757 1.2191
H 3.0366 -0.0674 1.0938
O 2.8436 0.6592 1.7105
H 2.6611 0.0847 -2.2912
H 3.0660 1.0557 -3.5732
O 2.3838 0.6264 -3.0584
H 0.7006 -2.3324 -0.8027
H 1.5799 -3.3700 -0.5617
O 1.2780 -2.9155 -1.3615
H -1.6406 0.1254 3.5832
H -0.6581 0.2042 4.7703
O -0.6968 0.2629 3.8108
```

As for the energy above the lowest of the compared OMol25 structures with the same formula, charge and spin: 364.6 kJ/mol. Its calculated total energy is -1259.21284 a.u. As for the total charge: 0. The calculation puts the HOMO energy at -9.064 eV.

=====

Entry 6:
Below is a cluster of 15 separate species, C5H39NO15 in total in a non-equilibrium geometry, with properties calculated with ωB97M-V/def2-TZVPD.

Geometry as XYZ:
```
60
Properties=species:S:1:pos:R:3
C -2.4977 1.9108 -0.3773
N -2.4373 1.0033 -1.3680
C -2.1806 1.4328 -2.7623
C -4.0698 -0.6908 -0.3635
C -2.9105 -0.4088 -1.3054
C -1.6157 -1.2568 -0.9125
O -2.8745 1.6704 0.7686
H -2.3159 2.9701 -0.5660
H -1.5198 2.2942 -2.6809
H -1.5839 0.6262 -3.1817
H -3.1322 1.7712 -3.1550
H -4.9692 -0.1863 -0.7241
H -4.1358 -1.7719 -0.2642
H -3.8755 -0.2736 0.6189
H -3.1187 -0.6996 -2.3366
H -0.9233 -0.4245 -0.8539
H -1.3501 -1.9041 -1.7472
H -1.7360 -1.8045 0.0021
H 2.1839 -2.0241 -2.8113
H 1.9731 -0.8090 -3.7709
O 2.5887 -1.2415 -3.1848
H 0.6192 -4.5855 1.4696
H 1.5609 -3.7155 2.5508
O 1.3328 -4.5564 2.1071
H -1.4613 4.6021 2.0931
H -0.8789 3.2950 1.4769
O -0.9057 4.2672 1.3796
H -0.6357 1.2257 2.7938
H -0.0505 0.8024 1.3581
O -0.2844 1.5310 1.9475
H 1.5519 3.2398 0.1666
H 1.9800 4.3497 -0.7824
O 1.4104 3.5805 -0.7212
H 1.0980 0.9439 -0.7517
H 2.3888 0.6638 -0.0851
O 1.4813 0.3138 -0.1245
H 0.9886 2.6838 -2.1638
H 0.2868 2.0654 -3.2729
O 0.9474 1.8071 -2.6232
H 4.2910 0.9426 0.2837
H 4.6299 1.2909 1.7940
O 4.0408 1.4662 1.0536
H 1.6326 -1.2617 2.5932
H 2.2385 -1.8877 3.8538
O 1.5654 -2.0574 3.1905
H -0.8144 -3.5031 0.4811
H -2.0339 -3.4605 1.4627
O -1.7111 -3.8000 0.6189
H 0.9599 -1.9722 -0.9978
H 1.6305 -3.2295 -0.5233
O 1.0100 -2.9233 -1.1957
H -2.3366 -1.9786 3.6086
H -1.2024 -3.0049 3.8865
O -1.8490 -2.7134 3.2450
H 4.0257 0.6834 -2.3727
H 2.7958 1.5772 -2.2443
O 3.6487 1.3674 -1.8063
H 2.6887 0.4008 1.8443
H 1.5775 1.0187 2.6513
O 2.2832 0.3477 2.7308
```

As for the energy above the lowest of the compared OMol25 structures with the same formula, charge and spin: 369.4 kJ/mol. Its calculated total energy is -1397.23984 a.u. As for the total charge: 0. The calculation puts the HOMO energy at -9.203 eV.

=====

Entry 7:
Below is a cluster of 2 separate species, C6H9N in total in a non-equilibrium geometry, with properties calculated with ωB97M-V/def2-TZVPD.

Geometry as XYZ:
```
16
Properties=species:S:1:pos:R:3
C -1.2318 1.1005 -0.4844
C 0.2128 1.0083 -0.9073
C 0.0763 -1.0542 1.7772
C 0.0391 -2.1883 1.0877
C 0.8302 -0.1161 -1.2739
C 0.9517 2.2484 -0.9356
N 1.5202 3.2570 -0.9726
H -1.8387 1.5151 -1.2960
H -1.3473 1.7597 0.3827
H -1.6186 0.1119 -0.2241
H -0.8209 -0.6116 2.2034
H 1.0024 -0.5012 1.9160
H 0.9383 -2.6115 0.6442
H -0.8888 -2.7277 0.9129
H 1.8781 -0.1295 -1.5566
H 0.2969 -1.0609 -1.2735
```

As for the energy above the lowest of the compared OMol25 structures with the same formula, charge and spin: 199.7 kJ/mol. Its calculated total energy is -288.70599 a.u. As for the total charge: 0. The calculation puts the HOMO energy at -9.893 eV.

=====

Entry 8:
Below is a cluster of 2 separate species, C6H14 in total in a non-equilibrium geometry, with properties calculated with ωB97M-V/def2-TZVPD.

Geometry as XYZ:
```
20
Properties=species:S:1:pos:R:3
C 0.5829 -1.2460 -2.3074
C 1.6669 -0.4886 -1.4822
C 1.7652 -1.0932 -0.1011
H 0.9050 -2.1658 -2.7927
H 0.1980 -0.6197 -3.1144
H -0.2638 -1.4410 -1.6440
H 1.2957 0.5433 -1.5513
H 2.6100 -0.3988 -2.0157
H 2.5000 -0.5703 0.5123
H 0.8309 -1.0919 0.4725
H 1.9810 -2.1548 -0.2306
C -0.9484 1.7903 2.3298
C -1.8409 1.5052 1.1716
C -2.1137 0.2128 0.7939
H -1.3603 1.1991 3.1661
H 0.0573 1.4046 2.1303
H -1.0006 2.8357 2.6097
H -2.3264 2.3597 0.7159
H -2.9949 0.0548 0.1798
H -1.5437 -0.6355 1.1575
```

As for the energy above the lowest of the compared OMol25 structures with the same formula, charge and spin: 33.5 kJ/mol. Its calculated total energy is -236.61049 a.u. As for the total charge: +1. The calculation puts the HOMO energy (alpha / beta) at -14.272 / -14.272 eV. The spin multiplicity is 2.